Record 1
Below is the ion C5H10FO with charge +1 at a distorted geometry, with properties calculated with ωB97M-V with the def2-TZVPD basis set.

Atoms and positions in Å:
C 0.0852 0.0254 -0.7080
C -0.1549 1.3478 -0.2941
C -1.8536 -1.1723 0.6421
C 2.1678 0.8450 0.3019
C -0.7215 -1.2334 -0.4349
O 0.7912 0.4837 0.4362
F -1.4888 1.5059 0.6663
H 0.6353 0.0291 -1.6682
H 0.0666 2.3881 -0.5513
H -2.3548 -2.0480 0.6911
H -2.6314 -0.5087 0.3173
H -1.5082 -0.9932 1.6350
H 2.8404 0.5046 1.1534
H 2.5119 0.2980 -0.5799
H 2.4574 1.8829 0.0975
H -1.1182 -1.4828 -1.4425
H 0.2757 -1.8722 -0.2621

Output
- net charge = +1
- LUMO energy (Eh) = -0.1373
- 2S+1 = 1



Record 2
Below is a cluster of 4 separate species, C37H90FI2N11O5P3S2 in total at a distorted geometry, with properties calculated with ωB97M-V with the def2-TZVPD basis set.

Atoms and positions in Å:
C -2.3292 6.1521 -0.2558
C -2.1528 5.1217 -1.3842
C -2.5845 3.6653 -1.1869
I -2.2676 3.1554 0.8874
N -3.9570 3.2615 -1.7147
S -5.0807 4.2428 -0.6845
C -4.2193 1.7208 -1.5069
C -5.1617 1.3303 -0.3505
C -6.7025 1.3645 -0.3634
C -7.5181 0.8884 -1.5579
C -9.0127 1.1624 -1.2643
N -9.8516 1.0559 -2.4574
C -9.4956 -0.0153 -3.3774
C -10.0730 2.2782 -3.0916
C -10.8111 3.3402 -2.3213
O -9.7251 2.4725 -4.2290
C -4.2465 0.8993 -2.8199
I -2.1696 0.5629 -3.4479
C -4.7245 -0.5638 -2.5282
O -4.1806 -1.4731 -3.4728
C -5.1191 -1.9951 -4.3946
C -5.1123 1.4494 -3.9620
C -5.3941 2.9384 -3.8158
C -4.2321 3.7642 -3.2298
S -5.0326 5.4178 -3.2808
C -2.9876 3.8783 -4.1514
C -3.1176 3.3982 -5.5899
F -2.0623 4.0027 -6.2650
H -1.4683 6.1991 0.4022
H -3.2617 6.0737 0.2936
H -2.3575 7.1319 -0.7367
H -1.0731 5.0524 -1.5307
H -2.5187 5.5755 -2.2951
H -1.8785 3.0174 -1.6944
H -6.3080 3.8629 -1.0614
H -3.2574 1.3809 -1.1279
H -4.8677 1.8619 0.5503
H -4.8674 0.3130 -0.0951
H -7.0069 0.7195 0.4659
H -7.0863 2.3334 -0.0393
H -7.3198 1.3921 -2.5002
H -7.4587 -0.1940 -1.6196
H -9.3322 0.4275 -0.5202
H -9.1217 2.1422 -0.8032
H -8.6326 0.2042 -4.0081
H -10.3370 -0.1727 -4.0483
H -9.3720 -0.9490 -2.8333
H -11.0715 3.0296 -1.3144
H -10.1773 4.2255 -2.2792
H -11.7098 3.6070 -2.8699
H -5.7978 -0.6402 -2.6610
H -4.3617 -0.9168 -1.5664
H -5.9260 -2.5331 -3.8899
H -4.6044 -2.6900 -5.0504
H -5.5671 -1.2177 -5.0204
H -4.5779 1.2760 -4.8923
H -6.0428 0.8981 -4.0659
H -6.2562 3.1386 -3.1717
H -5.6769 3.3680 -4.7694
H -4.0761 6.3185 -3.5352
H -2.7297 4.9268 -4.2601
H -2.0807 3.4381 -3.7457
H -4.0252 3.7284 -6.0901
H -2.9417 2.3318 -5.6934
O 2.7278 -1.9266 -1.5759
P 2.5372 -2.8605 -2.7244
N 1.5884 -1.8884 -3.7648
C 0.6567 -2.3947 -4.7440
C 2.2913 -0.7177 -4.2668
N 1.5647 -4.0859 -1.9751
C 0.1339 -3.8649 -1.8339
C 2.1493 -4.5071 -0.7025
N 3.1771 -3.9111 -3.9654
C 2.6065 -5.2312 -4.1900
C 4.6549 -4.0053 -3.9268
H 1.1418 -2.7995 -5.6452
H -0.0006 -1.5794 -5.0618
H 0.0043 -3.1614 -4.3366
H 2.9788 -0.9697 -5.0884
H 2.8684 -0.2496 -3.4692
H 1.5775 0.0250 -4.6325
H -0.1136 -2.8572 -1.4719
H -0.2776 -4.5899 -1.1301
H -0.3912 -4.0381 -2.7735
H 1.9471 -3.7952 0.1055
H 3.2347 -4.6112 -0.7869
H 1.7491 -5.4840 -0.4240
H 2.7963 -5.9361 -3.3767
H 3.0627 -5.6235 -5.1028
H 1.5347 -5.1791 -4.3647
H 5.0130 -4.5730 -3.0612
H 5.0931 -3.0051 -3.8754
H 5.0277 -4.4806 -4.8342
O 6.1529 -4.0782 -0.1178
P 6.6261 -2.9248 0.6968
N 6.9300 -1.7115 -0.4445
C 7.8428 -0.6061 -0.2665
C 5.7239 -1.3183 -1.1555
N 8.1300 -3.5334 1.3100
C 9.3289 -3.4182 0.4891
C 7.9816 -4.8979 1.8059
N 6.2809 -1.9237 2.0802
C 7.2792 -1.6892 3.1086
C 4.9916 -2.2696 2.7135
H 7.4466 0.1757 0.3996
H 8.0381 -0.1491 -1.2389
H 8.8059 -0.9256 0.1180
H 5.0854 -0.6549 -0.5561
H 5.1416 -2.2008 -1.4032
H 5.9687 -0.8125 -2.0931
H 9.1634 -3.7012 -0.5581
H 10.1105 -4.0615 0.8955
H 9.7362 -2.4087 0.5189
H 7.9676 -5.6382 0.9993
H 7.0516 -5.0066 2.3689
H 8.8038 -5.1294 2.4864
H 7.4973 -2.5832 3.7014
H 6.9062 -0.9193 3.7904
H 8.2133 -1.3122 2.7002
H 5.0460 -3.2342 3.2325
H 4.2043 -2.3332 1.9579
H 4.6903 -1.5081 3.4333
O 2.8454 -1.2923 7.2694
P 2.8774 0.1245 7.7129
N 1.3120 0.6951 7.3933
C 0.9758 2.0832 7.1712
C 0.2780 0.0167 8.1633
N 3.9835 0.8123 6.5618
C 3.4846 1.2451 5.2642
C 5.1589 -0.0338 6.3975
N 3.3038 1.2030 9.0130
C 4.1365 2.3723 8.7721
C 3.7805 0.4881 10.2143
H 0.9653 2.6776 8.0972
H -0.0212 2.1388 6.7281
H 1.6492 2.5616 6.4675
H 0.2307 0.3827 9.1996
H 0.4641 -1.0566 8.1866
H -0.6974 0.1681 7.6983
H 2.8044 0.5186 4.7994
H 4.3248 1.4061 4.5863
H 2.9766 2.2062 5.3322
H 4.9558 -0.8970 5.7541
H 5.5018 -0.4129 7.3628
H 5.9830 0.5424 5.9692
H 5.1737 2.1293 8.5246
H 4.1295 2.9658 9.6901
H 3.7273 2.9987 7.9840
H 4.7746 0.0495 10.0687
H 3.0906 -0.3193 10.4699
H 3.8225 1.1647 11.0678

Output
- net charge = +1
- LUMO energy (Eh) = -0.1183
- 2S+1 = 1



Computed highest occupied orbital energy, in the same sequence as the records: -16.2, -9.4 eV.
Computed gap between HOMO and LUMO, in the same sequence as the records: 12.472, 6.204 eV.
Computed energy above the lowest of the compared OMol25 structures with the same formula, charge and spin, in the same sequence as the records: 300.6, 0.0 kJ/mol.